DFT (wB97M-V/def2-TZVPD) results for a structure of composition C27H42AuCl3N4O3SSi in a non-equilibrium geometry.

```
82
C27H42AuCl3N4O3SSi | OMol25 | wB97M-V/def2-TZVPD
C 1.05 4.42 -1.11
C 2.33 3.75 -0.69
H 0.97 5.45 -0.72
H 0.20 3.81 -0.76
H 0.99 4.50 -2.21
C 3.47 4.40 -0.45
C 3.67 5.87 -0.51
H 4.38 3.84 -0.24
H 2.74 6.43 -0.65
H 4.34 6.13 -1.34
H 4.15 6.23 0.41
Au -1.41 0.05 -1.55
Cl 0.12 0.85 -3.09
Cl -2.30 0.75 0.63
H -3.64 -4.40 0.86
H -5.82 -3.86 -1.23
C -4.10 -3.43 1.12
C -5.83 -2.96 -0.61
N -4.51 -2.68 -0.06
H -3.39 -2.84 1.71
C -3.62 -1.99 -0.79
O -2.41 -1.84 -0.41
H -6.17 -2.13 -1.24
H -4.01 -1.53 -1.72
H -5.00 -3.63 1.71
H -6.53 -3.09 0.21
H 0.21 3.59 2.05
H 2.70 2.99 2.63
C -0.17 2.88 2.79
C 2.16 2.80 3.56
N 0.93 2.08 3.28
H -0.93 2.24 2.31
C 0.73 0.81 3.74
O -0.31 0.17 3.64
H 2.78 2.19 4.23
H 1.64 0.39 4.22
H -0.61 3.46 3.61
H 1.91 3.76 4.02
O 1.43 1.98 0.55
C 2.17 2.22 -0.54
C 4.46 1.51 0.33
C 3.45 1.39 -0.63
H 4.29 2.18 1.18
C 5.66 0.79 0.17
H 1.58 1.97 -1.46
C 3.57 0.48 -1.67
H 6.44 0.89 0.94
C 5.82 -0.04 -0.94
C 4.78 -0.19 -1.87
H 2.73 0.34 -2.34
H 6.78 -0.52 -1.11
H 4.90 -0.84 -2.74
Si -4.03 2.91 -0.46
Cl -2.24 3.41 -1.45
C -4.13 2.82 1.41
C -4.63 1.72 -1.79
C -5.43 4.25 -0.51
H -3.27 2.35 1.89
H -5.03 2.23 1.66
H -4.23 3.83 1.83
H -5.27 4.98 0.30
H -6.43 3.80 -0.35
H -5.48 4.80 -1.45
H -3.91 0.89 -1.88
H -4.66 2.22 -2.77
H -5.63 1.36 -1.56
N 1.54 -0.68 0.71
C 1.32 -1.68 -0.12
N 0.41 -1.78 -1.08
C 0.37 -3.02 -1.64
C -0.51 -3.48 -2.63
C -0.48 -4.81 -3.00
C 0.45 -5.70 -2.44
C 1.39 -5.27 -1.49
C 1.34 -3.93 -1.09
S 2.37 -3.14 0.06
H 2.27 -0.79 1.40
H 1.17 0.31 0.61
H -1.20 -2.76 -3.06
H -1.21 -5.19 -3.73
H 0.44 -6.75 -2.72
H 2.13 -5.94 -1.06
```

As for the spin multiplicity: 3. The lowest unoccupied orbital energy (spin up / spin down) is 0.289 / -2.912 eV. As for the HOMO energy (spin up / spin down): -7.6822 / -7.6783 eV. The energy relative to the best compared isomer or geometry (same formula, charge and spin) is 51.2 kJ/mol. The value obtained for the molecular weight is 834.14 u. Its expectation value of S² is 2.012. The strongest force on any atom is 2.7 eV Å⁻¹.

Mulliken charges in e: C -1.07; C 0.47; H 0.46; H -0.44; H 0.32; C -0.12; C -1.45; H 0.43; H 0.34; H 0.30; H 0.32; Au 0.94; Cl -0.52; Cl -0.68; H 0.31; H 0.33; C -0.93; C -0.91; N 0.21; H 0.27; C 0.24; O -0.74; H 0.32; H 0.30; H 0.35; H 0.29; H 0.32; H 0.08; C -0.78; C -0.78; N 0.34; H -0.06; C -0.07; O -0.57; H 0.32; H 0.28; H 0.44; H 0.36; O 0.30; C 0.98; C -0.18; C 0.59; H 0.16; C -0.81; H -0.64; C -0.11; H 0.40; C -0.54; C -0.75; H 0.33; H 0.39; H 0.44; Si 0.89; Cl -0.22; C -0.91; C -0.67; C -1.19; H 0.11; H 0.33; H 0.33; H 0.28; H 0.32; H 0.33; H -0.14; H 0.34; H 0.32; N 0.37; C 0.15; N 0.44; C -0.46; C -0.41; C -0.71; C -0.45; C -0.46; C 0.78; S -0.35; H 0.27; H -0.49; H 0.32; H 0.37; H 0.35; H 0.38